The ion C4H6IN2 with charge +1 in a non-equilibrium geometry. Source: OMol25; level of theory: ωB97M-V/def2-TZVPD.

## Properties
Relative energy (zero: lowest compared OMol25 entry of this formula, charge and spin) = 4.91 kJ/mol
Charge = +1
Structure (SMILES) = [NH2+]=C1NCC=C1I
Orbital gap = 9.16 eV

Last column: Löwdin charge in e.
Cartesian coordinates (Å):
C: 0.36526 -1.59048 -0.02023  -0.001
C: 1.07297 -0.43150 -0.03246  -0.598
C: 0.16623 0.71452 -0.01386  -0.391
C: -1.12390 -1.21974 -0.04429  -0.088
N: -1.06708 0.25912 -0.00237  0.089
N: 0.52243 1.99954 -0.07956  0.200
I: 3.17038 -0.00766 -0.02759  0.968
H: 0.80532 -2.53100 0.04163  0.104
H: -1.76756 -1.59960 -0.93935  0.179
H: -1.59754 -1.57468 0.83988  0.121
H: -1.88491 0.97608 -0.08056  0.230
H: 1.41979 2.17215 0.17770  0.006
H: -0.08138 2.83325 0.18106  0.182